# C7H19N5O2

The molecule C7H19N5O2 in a non-equilibrium geometry (ωB97M-V/def2-TZVPD, the OMol25 dataset).

HOMO level ... -8.96 eV
Max |F| ... 0.0486 hartree/bohr
LUMO ... 0.683 eV
ΔE to the lowest compared entry with this formula, charge and spin ... 0.010 eV
SMILES ... NCCCCN(CCCN)N(O)N=O

Each line ends with the Mulliken charge.
Geometry (Å):
N  3.85783  -0.21559  -0.53646  -0.67
C  3.07373  -1.43705  -0.26922  -0.89
C  1.61604  -1.17287  -0.00523  -0.03
C  1.38151  -0.35582  1.27686  -0.90
C  -0.12594  -0.07025  1.40942  -0.82
N  -0.69477  0.61879  0.23077  0.35
C  -2.12818  1.09315  0.40589  -0.87
C  -3.13933  -0.00395  0.26065  -0.42
C  -3.08708  -0.65138  -1.12196  -0.70
N  -1.94244  -1.47026  -1.40638  -0.65
N  0.07941  1.62775  -0.22902  0.51
O  0.15022  2.72628  0.57207  -0.47
N  0.89050  1.48029  -1.22843  -0.12
O  1.57730  2.49606  -1.49511  -0.74
H  3.36658  0.34854  -1.23971  0.28
H  3.94324  0.39103  0.27966  0.28
H  3.06358  -2.05209  -1.20674  0.36
H  3.57119  -2.05426  0.54814  0.36
H  1.12768  -2.15519  0.08185  0.21
H  1.29559  -0.61758  -0.88032  0.22
H  1.70907  -0.87884  2.16766  0.47
H  1.96292  0.59475  1.31573  0.34
H  -0.27854  0.59675  2.26024  0.37
H  -0.63533  -1.04065  1.58122  0.33
H  -2.20704  1.85624  -0.32435  0.54
H  -2.23554  1.63695  1.41309  0.30
H  -2.91856  -0.76623  1.03262  0.20
H  -4.09784  0.41012  0.38435  0.41
H  -3.96976  -1.28037  -1.29171  0.35
H  -3.06348  0.19064  -1.84592  0.34
H  -1.79546  -2.21055  -0.72233  0.26
H  -1.08672  -0.93304  -1.43172  0.34
H  0.73960  3.29863  0.01441  0.46